No. 1
ORCA calculation (ωB97M-V/def2-TZVPD) on C30H44BrNO34P2 as an isolated structure at a distorted geometry.

Geometry (Å):
N: 1.005 0.228 3.229
P: 1.416 -1.136 3.841
O: 3.030 -1.293 4.140
P: 3.902 -2.297 3.270
O: 3.468 -3.681 3.342
O: 3.940 -1.745 1.804
O: 5.406 -2.108 3.805
Br: 5.626 -1.181 5.388
H: 1.818 0.811 3.065
H: 1.000 -2.203 3.033
H: 0.849 -1.263 5.108
H: 4.513 -0.969 1.726
C: -1.377 -3.611 8.058
C: -0.920 -4.297 6.785
O: -1.303 -3.351 5.777
C: -1.389 -2.129 6.353
O: -1.512 -1.110 5.753
O: -1.298 -2.226 7.698
H: -0.738 -3.820 8.911
H: -2.411 -3.848 8.314
H: 0.161 -4.426 6.747
H: -1.404 -5.254 6.611
C: -1.736 1.098 0.180
C: -0.618 0.090 0.049
O: -1.288 -1.035 -0.565
C: -2.357 -0.562 -1.215
O: -3.021 -1.187 -1.992
O: -2.598 0.727 -0.910
H: -1.404 2.126 0.068
H: -2.285 1.000 1.117
H: 0.161 0.422 -0.636
H: -0.181 -0.180 1.007
C: -5.759 -2.322 0.584
C: -5.123 -3.439 -0.216
O: -5.355 -4.581 0.619
C: -6.421 -4.319 1.412
O: -6.967 -5.120 2.098
O: -6.779 -3.015 1.315
H: -6.195 -1.542 -0.034
H: -5.065 -1.868 1.294
H: -5.617 -3.599 -1.175
H: -4.060 -3.292 -0.384
C: -3.676 0.739 -4.348
C: -3.160 0.116 -5.627
O: -3.419 1.147 -6.597
C: -3.482 2.326 -5.945
O: -3.509 3.391 -6.484
O: -3.500 2.144 -4.613
H: -3.117 0.435 -3.477
H: -4.736 0.544 -4.181
H: -2.087 -0.073 -5.594
H: -3.676 -0.801 -5.898
C: 0.896 -3.625 -6.093
C: 0.928 -2.380 -6.960
O: 0.170 -1.450 -6.177
C: 0.220 -1.847 -4.878
O: -0.168 -1.197 -3.964
O: 0.771 -3.076 -4.777
H: 1.797 -4.227 -6.169
H: 0.027 -4.253 -6.296
H: 1.937 -1.988 -7.090
H: 0.469 -2.520 -7.934
C: -2.105 6.851 -5.161
C: -2.451 6.294 -6.526
O: -3.114 7.409 -7.145
C: -2.701 8.543 -6.537
O: -2.934 9.644 -6.923
O: -1.982 8.257 -5.426
H: -1.178 6.462 -4.754
H: -2.907 6.700 -4.436
H: -1.563 6.047 -7.111
H: -3.100 5.427 -6.480
C: 0.405 2.828 -4.570
C: 1.076 1.586 -5.125
O: 1.875 1.148 -4.017
C: 1.321 1.632 -2.885
O: 1.621 1.284 -1.784
O: 0.357 2.530 -3.163
H: -0.595 2.992 -4.960
H: 0.995 3.722 -4.719
H: 0.365 0.795 -5.372
H: 1.699 1.789 -5.991
C: 3.022 -1.401 8.678
C: 3.093 -0.718 10.029
O: 4.510 -0.632 10.253
C: 5.132 -0.669 9.054
O: 6.289 -0.456 8.872
O: 4.261 -0.988 8.075
H: 2.177 -1.078 8.074
H: 3.008 -2.490 8.736
H: 2.683 0.293 10.013
H: 2.614 -1.285 10.822
C: 3.047 -6.591 6.298
C: 3.219 -5.296 5.528
O: 2.453 -4.377 6.332
C: 2.385 -4.866 7.586
O: 1.971 -4.245 8.520
O: 2.850 -6.125 7.644
H: 3.914 -7.242 6.246
H: 2.161 -7.149 5.991
H: 4.252 -4.953 5.498
H: 2.834 -5.327 4.515
C: 2.819 7.946 -5.048
C: 3.296 7.099 -6.212
O: 2.406 5.976 -6.150
C: 1.279 6.367 -5.512
O: 0.285 5.714 -5.447
O: 1.435 7.585 -4.960
H: 2.923 9.014 -5.218
H: 3.309 7.683 -4.110
H: 3.165 7.596 -7.174
H: 4.327 6.773 -6.116

The LUMO energy is -1.15 eV. The value obtained for the HOMO-LUMO gap is 8.12 eV.

No. 2
ORCA calculation (ωB97M-V/def2-TZVPD) on C12H28F6NO19P3S2V as an isolated structure at a distorted geometry.

Geometry (Å):
V: 0.289 0.933 -0.630
O: 3.719 2.096 -2.393
C: 2.583 1.779 -1.828
O: 2.514 1.392 -0.642
O: 1.443 1.628 -2.396
H: 3.432 2.025 -3.306
C: -3.280 2.748 -2.647
F: -4.181 3.720 -2.645
F: -3.867 1.568 -2.592
F: -2.574 2.866 -3.774
S: -2.161 2.901 -1.075
O: -0.929 3.545 -1.564
O: -2.909 3.677 -0.176
N: -1.776 1.237 -0.585
S: -2.998 0.776 0.257
O: -2.755 0.652 1.687
O: -4.267 1.412 -0.093
C: -3.264 -1.155 -0.144
F: -3.897 -1.325 -1.303
F: -2.153 -1.839 -0.168
F: -4.046 -1.770 0.759
C: 2.086 -3.411 3.417
O: 1.979 -2.137 2.763
P: 1.130 -2.046 1.343
O: 0.706 -0.685 0.836
O: 1.958 -2.978 0.371
C: 3.335 -2.939 0.269
O: -0.209 -2.955 1.644
C: -1.182 -2.606 2.598
H: 2.059 -3.343 4.504
H: 3.014 -3.864 3.068
H: 1.297 -4.116 3.151
H: 3.727 -2.308 1.066
H: 3.661 -2.517 -0.682
H: 3.878 -3.884 0.241
H: -0.750 -2.665 3.597
H: -2.114 -3.167 2.528
H: -1.314 -1.543 2.394
C: -2.346 -0.739 -4.079
O: -1.987 -1.925 -3.327
P: -0.469 -2.031 -2.689
O: -0.096 -0.755 -2.038
O: -0.502 -3.336 -1.751
C: -1.176 -4.486 -2.268
O: 0.479 -2.591 -3.849
C: 1.387 -1.783 -4.533
H: -1.703 0.137 -3.992
H: -3.359 -0.549 -3.724
H: -2.375 -0.954 -5.147
H: -1.941 -4.220 -2.998
H: -1.641 -5.040 -1.452
H: -0.435 -5.097 -2.783
H: 1.428 -0.724 -4.277
H: 1.335 -1.701 -5.618
H: 2.375 -2.187 -4.315
C: 3.148 1.664 2.582
O: 1.912 1.962 3.231
P: 0.778 2.826 2.488
O: 0.313 2.213 1.235
O: -0.308 2.992 3.648
C: -1.506 3.686 3.383
O: 1.371 4.285 2.349
C: 1.882 4.931 3.464
H: 3.865 1.461 3.377
H: 3.548 2.506 2.017
H: 3.138 0.781 1.943
H: -1.843 4.096 4.335
H: -2.303 3.063 2.976
H: -1.280 4.428 2.617
H: 1.507 4.598 4.432
H: 1.668 5.987 3.300
H: 2.954 4.803 3.618

The LUMO energy (spin up / spin down) is 0.33 / 0.33 eV. The value obtained for the HOMO-LUMO gap (spin up / spin down) is 7.54 / 9.38 eV. Its expectation value of S² is 3.75. Its energy relative to the best compared isomer or geometry (same formula, charge and spin) is 2.4194 eV. As for the spin multiplicity: 4.

No. 3
ORCA calculation (ωB97M-V/def2-TZVPD) on a 5-piece molecular cluster, C14H23INO12P overall at a distorted geometry.

Geometry (Å):
O: 3.224 -4.549 -2.526
C: 2.321 -4.849 -1.819
O: 1.360 -5.750 -2.146
C: 0.593 -6.011 -0.969
C: 0.818 -4.769 -0.149
O: 2.112 -4.342 -0.583
H: -0.455 -6.170 -1.219
H: 0.984 -6.911 -0.485
H: 0.093 -3.982 -0.372
H: 0.812 -4.963 0.918
O: 2.315 -3.562 2.995
C: 1.372 -3.806 3.668
O: 0.420 -4.719 3.350
C: -0.419 -4.889 4.495
C: -0.224 -3.593 5.237
O: 1.097 -3.210 4.852
H: -1.453 -5.052 4.195
H: -0.071 -5.756 5.062
H: -0.924 -2.818 4.915
H: -0.295 -3.709 6.316
O: -3.745 1.692 -0.225
C: -3.601 2.406 -1.167
O: -2.545 2.345 -2.010
C: -2.833 3.187 -3.132
C: -3.829 4.156 -2.559
O: -4.462 3.375 -1.531
H: -1.934 3.672 -3.493
H: -3.253 2.575 -3.934
H: -3.361 5.030 -2.105
H: -4.558 4.489 -3.296
O: -1.934 6.256 -2.632
C: -0.749 6.149 -2.603
O: 0.094 7.128 -2.210
C: 1.402 6.560 -2.090
C: 1.324 5.368 -3.007
O: -0.067 5.035 -2.958
H: 2.163 7.276 -2.390
H: 1.569 6.278 -1.048
H: 1.592 5.613 -4.037
H: 1.935 4.533 -2.671
C: 2.826 -0.267 0.941
C: 1.541 0.197 1.719
N: 0.485 0.461 0.739
P: -1.115 0.275 1.386
I: -1.728 -2.084 0.981
H: 2.566 -0.331 -0.121
H: 3.158 -1.260 1.247
H: 3.605 0.494 1.047
H: 1.834 1.078 2.307
H: 1.246 -0.587 2.421
H: 0.617 1.326 0.239
H: -1.925 0.986 0.459

As for the structure (SMILES): O=C1OCCO1.O=C1OCCO1.O=C1OCCO1.O=C1OCCO1.CCNPI. The LUMO energy is 0.11 eV. The value obtained for the HOMO-LUMO gap is 8.07 eV.